*a*
C2H3FO2S | wB97M-V/def2-TZVPD

Properties
HOMO-LUMO gap (alpha / beta) = 8.82 / 8.82 eV
E_HOMO (alpha / beta) = -9.73 / -9.73 eV

Last column: Löwdin charge in e.
Geometry (Å):
C (1.318, -0.425, 0.407)  -0.15
C (-0.709, 0.696, -0.001)  0.03
O (3.840, -0.568, 0.487)  -0.35
O (2.915, 1.083, -1.135)  -0.36
F (-1.183, 1.170, 1.166)  -0.01
S (2.746, 0.254, 0.063)  0.69
H (1.268, -1.009, 1.247)  -0.02
H (-1.071, -0.239, -0.382)  0.07
H (-0.339, 1.481, -0.665)  0.09

*b*
C2H3FO2S | wB97M-V/def2-TZVPD

Properties
HOMO-LUMO gap = 9.77 eV
E_HOMO = -10.12 eV

Last column: Löwdin charge in e.
Geometry (Å):
C (-1.388, 1.644, 0.509)  -0.29
C (1.005, -1.890, -0.526)  -0.41
O (0.747, 0.822, -0.494)  -0.58
O (-0.086, -2.207, -0.779)  0.13
F (1.296, -1.662, 0.721)  0.09
S (0.161, 1.898, 0.337)  0.92
H (-1.794, 2.497, 0.965)  -0.01
H (-1.853, 0.738, 0.332)  0.02
H (1.913, -1.841, -1.066)  0.13

Which is most stable? The ranking, best first, is *b*, *a*.

*a*
C8H14FN | wB97M-V/def2-TZVPD

Properties
HOMO-LUMO gap = 9.87 eV
SMILES string = [H]/N=C(\CC)C(=C)C(C)(C)F
E_HOMO = -9.53 eV

Last column: Löwdin charge in e.
Geometry (Å):
H (-2.577, -0.055, -0.998)  0.09
N (-1.553, -0.285, -0.841)  0.15
C (-0.922, 0.224, 0.190)  -0.32
C (-1.637, 1.297, 1.008)  -0.22
C (-0.941, 2.546, 0.694)  -0.14
C (0.437, -0.190, 0.493)  -0.18
C (1.082, 0.169, 1.633)  0.11
C (1.063, -1.203, -0.461)  -0.59
C (0.339, -2.483, -0.630)  -0.05
C (1.334, -0.609, -1.890)  -0.01
F (2.295, -1.528, -0.007)  0.00
H (-2.691, 1.325, 0.802)  0.11
H (-1.337, 1.181, 2.062)  0.11
H (0.116, 2.616, 1.110)  0.09
H (-0.767, 2.740, -0.399)  0.10
H (-1.557, 3.234, 1.243)  0.07
H (2.027, -0.181, 2.105)  0.09
H (0.750, 0.886, 2.393)  0.07
H (1.070, -3.350, -0.756)  0.12
H (-0.334, -2.715, 0.282)  0.12
H (-0.309, -2.416, -1.452)  0.04
H (1.859, -1.259, -2.604)  0.09
H (1.910, 0.261, -1.690)  0.06
H (0.342, -0.206, -2.288)  0.09

*b*
C8H14FN | wB97M-V/def2-TZVPD

Properties
HOMO-LUMO gap (alpha / beta) = 6.91 / 7.00 eV
E_HOMO (alpha / beta) = -5.92 / -5.99 eV

Last column: Löwdin charge in e.
Geometry (Å):
C (1.443, -0.845, 1.344)  -0.23
C (1.626, -1.409, -0.042)  -0.19
C (0.176, -0.091, 1.434)  -0.20
C (1.521, -0.293, -1.129)  -0.14
C (0.023, 1.078, 0.429)  -0.10
C (0.199, 0.393, -0.953)  -0.26
C (-1.943, 0.805, -1.993)  -0.36
C (-3.078, 1.209, -1.061)  -0.06
N (-0.794, 0.204, -1.773)  0.10
F (-2.421, 0.261, -3.149)  -0.02
H (1.487, -1.658, 2.016)  0.11
H (2.180, -0.248, 1.610)  0.07
H (2.654, -1.549, -0.026)  0.08
H (0.952, -2.287, -0.209)  0.14
H (-0.771, -0.688, 1.307)  0.14
H (0.225, 0.347, 2.427)  0.11
H (2.435, 0.359, -0.894)  0.14
H (1.728, -0.698, -2.154)  0.12
H (-0.944, 1.442, 0.432)  0.06
H (0.760, 1.855, 0.526)  0.11
H (-3.986, 1.032, -1.584)  0.04
H (-3.191, 2.291, -0.880)  0.06
H (-3.178, 0.636, -0.008)  0.12
H (-0.412, -0.355, -2.523)  0.17

Which is most stable? The ranking, best first, is *a*, *b*.

*a*
H37O18 | wB97M-V/def2-TZVPD

Properties
HOMO-LUMO gap = 10.65 eV
Total charge = +1
E_HOMO = -13.43 eV

Last column: Löwdin charge in e.
Geometry (Å):
O (-2.479, 0.116, -0.091)  -0.03
H (-3.364, -0.121, -0.286)  -0.01
H (-2.151, -0.160, 0.751)  -0.01
O (1.811, -1.206, 0.439)  0.01
H (1.805, -0.386, -0.258)  0.04
O (-3.680, -1.962, -2.551)  -0.05
H (-3.162, -1.272, -3.059)  0.07
H (-3.414, -2.799, -2.928)  0.06
O (-1.814, -4.497, -0.982)  0.01
H (-1.678, -3.828, -0.354)  0.00
H (-1.025, -4.819, -1.352)  0.01
O (-0.131, 1.979, -2.434)  -0.05
H (-0.282, 2.900, -2.745)  0.10
H (0.594, 2.050, -1.810)  0.01
O (-1.435, 2.461, 0.857)  -0.07
H (-1.602, 2.163, -0.038)  0.02
H (-2.152, 1.986, 1.390)  0.11
O (-1.239, -1.485, 1.767)  -0.07
H (-1.683, -1.408, 2.629)  0.07
H (-1.878, -2.025, 1.250)  0.03
O (1.102, 2.319, 1.030)  -0.10
H (0.197, 2.486, 1.401)  0.05
H (0.822, 1.746, 0.237)  0.07
O (4.230, -1.137, -0.550)  -0.01
H (3.983, -0.902, -1.451)  0.07
H (4.666, -0.459, -0.064)  0.03
O (-1.145, -0.420, -2.865)  -0.07
H (-1.118, 0.129, -3.657)  0.07
H (-1.149, 0.182, -2.094)  0.04
O (-3.920, -2.570, 1.645)  -0.06
H (-4.227, -2.162, 0.820)  -0.02
H (-4.669, -3.045, 1.994)  0.05
O (-4.940, -1.152, -0.346)  -0.09
H (-5.780, -0.680, -0.463)  0.09
H (-4.603, -1.600, -1.195)  0.05
O (1.707, 0.582, -1.292)  -0.03
H (1.242, 0.233, -2.078)  0.09
H (2.644, 0.774, -1.530)  0.10
O (3.139, 4.244, 2.100)  -0.01
H (3.530, 4.833, 1.480)  0.04
H (2.215, 4.375, 2.202)  0.02
O (3.004, 1.681, 3.936)  0.00
H (2.675, 1.692, 4.821)  0.07
H (2.877, 2.494, 3.476)  0.01
O (1.313, 0.162, 2.444)  -0.01
H (1.252, 0.998, 2.022)  -0.03
H (2.162, 0.426, 2.999)  0.12
O (0.862, -2.150, -2.554)  -0.07
H (0.256, -2.837, -2.212)  0.04
H (0.221, -1.512, -2.882)  -0.03
O (3.942, 1.528, 0.071)  -0.03
H (4.792, 1.957, -0.042)  0.08
H (3.296, 2.078, 0.527)  0.02
H (1.534, -0.720, 1.469)  0.09
H (2.848, -1.263, 0.407)  0.10

*b*
H37O18 | wB97M-V/def2-TZVPD

Properties
HOMO-LUMO gap = 10.52 eV
Total charge = +1
E_HOMO = -13.25 eV

Last column: Löwdin charge in e.
Geometry (Å):
O (-2.080, 1.186, -1.069)  0.14
H (-0.656, -3.943, 3.801)  0.00
H (-1.904, 1.921, -1.709)  0.08
O (-2.557, 0.883, 2.412)  -0.03
H (4.207, 1.714, 2.114)  -0.03
O (1.482, -3.742, -5.376)  -0.05
H (0.850, -3.053, -5.567)  0.02
H (-3.222, 3.620, -0.178)  0.04
O (-0.445, 4.411, 2.675)  -0.06
H (-2.177, 0.062, 2.093)  0.01
H (-1.238, 3.870, 2.575)  -0.01
O (0.992, -4.539, 3.137)  -0.04
H (1.760, -4.089, 2.765)  0.05
H (-1.709, 3.818, -2.335)  0.07
O (5.074, 1.595, 1.750)  -0.05
H (5.301, 0.692, 1.534)  0.04
H (-1.080, 2.091, 1.225)  -0.01
O (1.595, -1.591, 0.654)  -0.03
H (-3.811, -1.534, -1.852)  0.04
H (4.214, 0.604, 4.248)  0.01
O (-1.486, -1.730, 0.835)  -0.02
H (-2.272, -2.291, 0.908)  0.10
H (-0.806, -2.234, 1.304)  0.06
O (3.492, -0.794, -4.298)  -0.06
H (3.461, -0.665, -5.249)  0.03
H (-3.141, 3.970, 1.401)  0.07
O (-0.414, 2.479, 0.654)  -0.08
H (2.462, -1.989, 0.705)  0.04
H (-0.234, 4.336, 1.734)  0.02
O (2.452, 2.413, 0.651)  -0.02
H (2.754, 3.075, 0.034)  0.07
H (2.682, 2.568, 1.563)  0.04
O (-0.746, -0.820, -1.340)  -0.03
H (-0.723, -1.344, -0.454)  0.05
H (-1.556, 0.242, -1.084)  0.04
O (-1.560, -3.882, 3.469)  -0.07
H (4.408, -0.755, -4.032)  0.03
H (-2.164, -3.261, 3.865)  0.03
O (-1.204, 3.110, -2.746)  -0.01
H (0.472, 2.114, 0.784)  0.03
H (-0.383, 3.471, -3.090)  0.08
O (-1.942, -0.299, -3.716)  -0.04
H (-1.521, -1.184, -1.812)  0.04
H (-1.206, 0.142, -4.157)  0.06
O (-2.756, 3.542, 0.636)  -0.02
H (-2.089, -1.021, -4.339)  0.06
H (0.675, -4.903, 2.302)  0.06
O (3.693, 0.072, 3.715)  -0.01
H (1.150, -4.187, -4.595)  0.03
H (3.271, -0.655, 4.145)  0.03
O (-3.541, -2.439, -2.070)  -0.05
H (-2.095, 1.325, 3.125)  0.05
H (-4.289, -2.621, -2.655)  0.06
H (1.686, -0.642, 0.762)  0.04
H (-2.108, 1.546, -0.144)  0.09

Which is most stable? The ranking, best first, is *a*, *b*.